# 1
{
  "formula": "C6H12NO2",
  "method": "ωB97M-V/def2-TZVPD",
  "e_homo_ev": -1.3,
  "total_charge": -1,
  "symbols": ["C", "C", "C", "C", "C", "C", "N", "O", "O", "H", "H", "H", "H", "H", "H", "H", "H", "H", "H", "H", "H"],
  "coordinates": [[0.668, 1.566, -0.007], [1.427, 0.350, -0.739], [-0.020, 0.743, 0.988], [-0.197, -0.567, 0.324], [-0.100, -1.742, 1.369], [-1.326, -0.560, -0.731], [1.219, 0.272, -2.114], [1.898, -0.433, -2.981], [-1.108, 1.506, 1.648], [1.277, 2.449, 0.361], [-0.078, 1.997, -0.657], [2.337, 0.125, -0.279], [0.657, 0.598, 1.867], [-0.668, -1.588, 2.312], [0.969, -1.963, 1.601], [-0.400, -2.588, 0.837], [-2.008, -1.368, -0.360], [-1.012, -0.907, -1.724], [-1.714, 0.466, -0.753], [0.201, 0.412, -2.380], [-2.023, 1.230, 1.418]],
  "forces_ev_per_a": [[1.7, 0.0, -1.5], [-4.0, 2.0, -1.7], [0.2, 0.1, 2.5], [0.6, -0.1, 0.8], [0.9, 1.8, -0.8], [0.7, -1.4, 1.7], [-1.2, 1.6, 2.3], [0.9, -1.3, -0.7], [-1.2, -0.2, 0.0], [-0.4, -1.1, -0.3], [-0.2, 0.1, -0.7], [1.4, -0.8, 0.1], [-0.3, -0.1, -0.6], [0.1, -0.1, -0.4], [-0.6, 0.4, 0.1], [-0.9, -1.8, -0.5], [-0.4, 1.0, -0.5], [0.2, 0.3, 0.0], [-0.6, -0.5, -0.4], [1.6, 0.2, 0.5], [1.3, -0.1, -0.1]]
}

=====

# 2
{
  "formula": "C6H12NO2PS",
  "method": "ωB97M-V/def2-TZVPD",
  "e_homo_ev": -8.3,
  "smiles": "CO[P@@](=O)(N=C=S)C(C)(C)C",
  "symbols": ["C", "O", "P", "O", "N", "C", "S", "C", "C", "C", "C", "H", "H", "H", "H", "H", "H", "H", "H", "H", "H", "H", "H"],
  "coordinates": [[-0.264, 3.039, 0.730], [-0.140, 1.604, 0.903], [0.009, 0.793, -0.473], [-0.325, 1.485, -1.712], [2.198, 0.498, -0.219], [3.393, 0.345, -0.091], [5.000, 0.143, 0.091], [-0.521, -0.946, -0.223], [-2.040, -0.872, -0.302], [0.017, -1.907, -1.294], [-0.058, -1.294, 1.208], [0.568, 3.405, 1.180], [-1.150, 3.240, 1.326], [-0.204, 3.414, -0.225], [-2.556, -1.485, -0.992], [-2.410, -0.984, 0.672], [-2.227, 0.160, -0.696], [0.277, -1.218, -2.206], [-0.742, -2.571, -1.460], [0.951, -2.485, -1.012], [0.935, -1.389, 1.374], [-0.365, -0.707, 2.038], [-0.347, -2.267, 1.384]],
  "forces_ev_per_a": [[-1.7, -1.5, 2.2], [-0.1, -1.3, -2.4], [2.8, -0.3, 1.1], [0.3, -0.1, 0.2], [0.6, -0.1, -0.1], [-2.4, 0.3, -0.3], [-1.2, 0.1, -0.1], [1.3, 0.1, 1.2], [0.5, 2.8, -0.8], [3.6, 2.9, -0.5], [-1.6, 0.5, -1.0], [2.4, 1.3, 1.8], [-0.1, 0.7, -0.5], [-0.7, 0.3, -2.5], [0.0, -1.1, -0.7], [-1.0, 0.0, 1.2], [-0.9, -0.7, 0.6], [-0.6, -1.9, 1.2], [-1.7, -1.7, -1.0], [-1.0, 1.0, -0.2], [3.6, 0.2, -0.4], [-1.0, 0.9, 0.3], [-1.3, -2.4, 0.5]]
}

=====

# 3
{
  "formula": "C6H12NO5P",
  "method": "ωB97M-V/def2-TZVPD",
  "e_homo_ev": -9.4,
  "smiles": "C/C(=C\\[C@@H](N)C(=O)O)CP(=O)(O)O",
  "symbols": ["C", "C", "C", "C", "N", "C", "O", "O", "C", "P", "O", "O", "O", "H", "H", "H", "H", "H", "H", "H", "H", "H", "H", "H", "H"],
  "coordinates": [[-0.921, 0.454, 1.623], [-0.128, 0.612, 0.368], [0.661, -0.307, -0.179], [0.942, -1.696, 0.340], [1.163, -2.589, -0.781], [2.170, -1.571, 1.243], [3.297, -1.785, 0.884], [1.859, -1.172, 2.479], [-0.372, 1.904, -0.351], [-1.811, 1.580, -1.437], [-3.047, 1.084, -0.821], [-1.258, 0.612, -2.592], [-1.979, 2.965, -2.215], [-0.763, -0.510, 2.093], [-0.645, 1.230, 2.335], [-1.977, 0.576, 1.385], [1.192, -0.079, -1.093], [0.104, -2.068, 0.933], [2.015, -2.317, -1.263], [1.298, -3.540, -0.453], [2.661, -1.057, 3.014], [-0.628, 2.710, 0.333], [0.464, 2.204, -0.980], [-1.407, -0.306, -2.365], [-2.889, 3.067, -2.498]],
  "forces_ev_per_a": [[0.0, -0.2, 0.0], [0.2, -0.1, 0.1], [-0.1, -0.1, 0.2], [0.1, 0.1, 0.2], [-0.1, 0.0, 0.0], [0.3, -0.3, -0.2], [0.0, 0.0, 0.0], [-0.3, 0.2, 0.5], [-0.7, -0.2, -0.5], [0.3, 0.3, -0.3], [0.1, -0.1, 0.3], [0.1, 0.6, 0.1], [0.4, -0.1, 0.2], [0.0, 0.0, 0.1], [0.0, 0.1, 0.1], [-0.1, 0.0, 0.1], [0.0, 0.1, -0.2], [0.1, 0.1, 0.0], [0.0, -0.1, 0.1], [0.0, 0.1, -0.1], [0.0, -0.1, -0.3], [0.0, 0.1, 0.0], [0.0, 0.0, -0.1], [0.0, -0.5, 0.1], [-0.4, 0.1, -0.2]]
}

=====

# 4
{
  "formula": "C6H12NP",
  "method": "ωB97M-V/def2-TZVPD",
  "e_homo_ev": -8.6,
  "smiles": "C[C@H]1[C@H](C)N=P[C@@H]1C",
  "symbols": ["C", "C", "C", "C", "N", "P", "C", "C", "H", "H", "H", "H", "H", "H", "H", "H", "H", "H", "H", "H"],
  "coordinates": [[-1.226, 0.079, -0.591], [0.160, -0.017, 0.017], [0.909, -1.386, -0.324], [0.242, -2.562, 0.373], [2.287, -1.171, 0.023], [2.821, 0.288, 0.040], [0.932, 1.154, -0.359], [0.824, 2.501, 0.336], [-1.607, -1.010, -0.583], [-1.176, 0.312, -1.690], [-1.897, 0.740, -0.037], [0.040, 0.057, 1.060], [0.870, -1.385, -1.436], [-0.691, -2.387, 0.947], [0.902, -2.952, 1.169], [0.184, -3.330, -0.400], [0.919, 1.421, -1.522], [0.860, 2.329, 1.448], [-0.239, 3.114, 0.301], [1.612, 3.081, 0.038]],
  "forces_ev_per_a": [[-0.6, -2.8, -1.1], [-1.2, -0.5, -1.2], [-1.3, 2.8, 0.2], [0.8, -0.8, 0.4], [0.7, -0.3, 0.0], [-1.4, 1.0, -0.4], [3.5, 1.3, -2.6], [-4.5, -1.0, 2.7], [-0.2, 1.7, 0.2], [-0.1, 0.2, 1.0], [0.1, -0.1, -0.3], [-0.1, -0.4, 1.8], [-0.1, -0.7, 0.5], [0.2, 0.2, -1.0], [0.1, 0.2, -0.5], [-0.6, -0.4, 0.5], [0.0, -1.0, 2.1], [0.4, 0.2, -0.8], [2.5, -1.6, -0.7], [1.7, 1.9, -0.6]]
}

=====

# 5
{
  "formula": "C6H12NP3",
  "method": "ωB97M-V/def2-TZVPD",
  "e_homo_ev": [-6.1, -8.4],
  "s2": 2.03,
  "multiplicity": 3,
  "symbols": ["C", "C", "C", "C", "C", "C", "N", "P", "P", "P", "H", "H", "H", "H", "H", "H", "H", "H", "H", "H", "H", "H"],
  "coordinates": [[-0.265, -1.622, -0.498], [-0.494, -0.264, -1.304], [1.449, 0.263, -0.368], [2.560, 1.190, -0.017], [-2.381, 1.283, -1.733], [-1.684, -0.013, -2.148], [0.464, 0.641, -1.112], [1.356, -1.490, 0.161], [1.288, -2.874, 3.132], [1.037, -0.908, 2.251], [-0.871, -2.493, -0.633], [2.281, 1.774, 0.863], [2.735, 1.887, -0.835], [3.475, 0.644, 0.205], [-2.761, 1.197, -0.717], [-3.214, 1.494, -2.400], [-1.675, 2.109, -1.768], [-1.358, 0.076, -3.189], [-2.370, -0.859, -2.077], [1.111, -2.383, 4.425], [-0.065, -3.205, 3.011], [2.392, -0.592, 2.426]],
  "forces_ev_per_a": [[0.5, 2.2, -1.2], [1.0, -0.7, 1.2], [1.6, -0.8, 0.7], [-0.2, -0.1, 0.0], [0.0, -0.1, -0.1], [0.0, 0.2, 0.1], [-3.0, -0.1, -1.8], [0.5, -0.4, 0.0], [0.5, -0.7, 0.0], [-0.6, 0.5, 0.7], [-0.2, -0.2, 0.0], [0.1, 0.1, 0.1], [0.0, 0.0, 0.0], [0.1, 0.0, 0.1], [0.0, 0.0, 0.1], [-0.1, 0.1, 0.0], [0.0, 0.0, 0.0], [-0.1, -0.1, -0.1], [0.1, 0.0, -0.1], [-0.1, 0.0, 0.5], [-0.4, -0.1, 0.0], [0.4, 0.1, 0.0]]
}

=====

# 6
{
  "formula": "C6H12NS",
  "method": "ωB97M-V/def2-TZVPD",
  "e_homo_ev": [-12.6, -12.6],
  "total_charge": 1,
  "symbols": ["C", "C", "C", "C", "C", "C", "N", "S", "H", "H", "H", "H", "H", "H", "H", "H", "H", "H", "H", "H"],
  "coordinates": [[-2.123, 1.335, 0.690], [-1.234, 0.445, 0.205], [0.665, -0.866, 0.892], [1.613, -1.268, -0.306], [1.897, 1.252, -0.732], [-1.585, -0.499, -0.885], [0.087, 0.450, 0.679], [2.888, 0.047, -0.293], [-1.892, 2.022, 1.439], [-3.203, 1.407, 0.364], [-0.084, -1.699, 1.069], [1.263, -0.934, 1.879], [2.178, -2.115, -0.128], [1.168, -1.408, -1.271], [1.199, 1.103, -1.433], [2.306, 2.228, -0.444], [-0.907, -1.395, -0.690], [-1.755, -0.083, -1.889], [-2.611, -0.974, -0.681], [0.131, 0.950, 1.537]],
  "forces_ev_per_a": [[-1.2, -1.2, -1.4], [-2.5, 2.0, -0.3], [1.0, -1.7, 1.1], [0.0, 1.8, 0.8], [2.6, 1.2, 2.7], [-1.3, -2.6, 1.0], [0.9, -1.1, 0.0], [-0.3, -1.1, 0.2], [0.6, 1.0, 1.2], [1.6, -0.4, 0.1], [0.6, 1.1, -0.5], [-0.7, 0.5, -1.7], [0.9, -2.1, 0.7], [-0.5, 0.4, -0.4], [-2.7, -0.2, -2.3], [-0.7, -0.1, -0.5], [-0.9, 1.0, -1.6], [1.0, -0.2, 0.2], [1.3, 0.9, 0.0], [0.1, 0.8, 0.6]]
}

=====

# 7
{
  "formula": "C6H12NS",
  "method": "ωB97M-V/def2-TZVPD",
  "e_homo_ev": -13.6,
  "smiles": "C=C1C[N@H+]1[C@H](C)CS",
  "total_charge": 1,
  "symbols": ["C", "C", "C", "N", "C", "C", "C", "S", "H", "H", "H", "H", "H", "H", "H", "H", "H", "H", "H", "H"],
  "coordinates": [[-2.364, 1.224, 1.219], [-1.231, 0.625, 1.291], [-0.128, 0.025, 2.033], [-0.079, 0.282, 0.544], [0.109, -0.720, -0.539], [1.330, -1.636, -0.233], [0.269, -0.087, -1.895], [1.741, 1.221, -1.736], [-3.055, 1.459, 2.127], [-2.580, 1.809, 0.340], [0.458, 0.656, 2.712], [-0.182, -1.032, 2.242], [0.543, 1.098, 0.205], [-0.771, -1.329, -0.455], [1.242, -2.351, 0.756], [2.245, -0.920, -0.219], [1.472, -2.368, -1.126], [0.565, -0.610, -2.854], [-0.632, 0.539, -2.041], [1.046, 2.114, -2.369]],
  "forces_ev_per_a": [[-2.3, 2.2, 1.3], [0.7, -1.2, 1.5], [-0.7, -0.2, -0.2], [2.6, 2.7, -1.6], [0.8, -3.2, 0.7], [1.0, -1.0, 0.5], [0.7, 2.7, -0.7], [-0.7, -1.7, 0.5], [1.6, -0.9, -1.7], [-0.5, -0.4, -0.5], [0.1, -0.3, -0.6], [0.1, -0.1, 0.2], [-0.7, -0.8, 0.8], [-0.7, -0.4, -0.5], [0.3, 2.2, -2.4], [-1.2, -1.6, 0.4], [-0.3, 1.3, 1.5], [-0.8, -0.2, 1.8], [0.5, -0.3, -0.5], [-0.5, 1.0, -0.6]]
}

=====

# 8
{
  "formula": "C6H12NS",
  "method": "ωB97M-V/def2-TZVPD",
  "e_homo_ev": -13.7,
  "smiles": "CC1=CC[NH2+][C@]1(C)S",
  "total_charge": 1,
  "symbols": ["C", "C", "C", "C", "N", "C", "C", "S", "H", "H", "H", "H", "H", "H", "H", "H", "H", "H", "H", "H"],
  "coordinates": [[-0.552, 2.027, 0.587], [-0.451, 0.549, 0.496], [-1.315, -0.356, 0.933], [-0.929, -1.720, 0.659], [0.303, -1.551, -0.264], [0.765, -0.135, -0.176], [1.108, 0.264, -1.640], [2.243, -0.030, 0.822], [-1.539, 2.298, 1.040], [-0.157, 2.626, -0.158], [0.128, 2.238, 1.448], [-2.309, -0.201, 1.354], [-0.625, -2.488, 1.362], [-1.822, -2.079, 0.238], [1.030, -2.229, 0.067], [-0.067, -1.767, -1.209], [0.425, 0.120, -2.427], [2.076, -0.280, -1.963], [1.382, 1.402, -1.721], [1.825, 0.576, 1.879]],
  "forces_ev_per_a": [[-0.4, -1.1, 4.0], [0.1, 0.0, -1.3], [0.0, 1.3, 1.1], [1.3, -0.8, 0.0], [-1.5, -2.0, 0.3], [-1.0, 1.2, -0.9], [3.6, 2.2, 0.6], [1.6, -0.8, -1.2], [0.7, 0.1, -1.0], [0.2, 0.9, -1.9], [-0.2, 0.2, -0.3], [0.4, 0.4, 0.0], [-0.1, 0.5, 1.0], [-0.6, -1.4, -1.7], [-0.6, 0.7, -0.8], [0.9, 0.0, 0.4], [-1.6, -0.6, -0.5], [-1.4, 0.8, 0.6], [-0.4, -2.2, 0.5], [-0.9, 0.6, 1.2]]
}